Record 1
This record from the OMol25 dataset describes a structure of composition C51H31Cl4N8ReS. The level of theory is ωB97M-V with the def2-TZVPD basis set.

Cartesian coordinates (Å):
Re: -0.409877 0.005971 0.231316
Cl: -2.911677 -8.633629 3.182116
C: -2.693077 -7.008529 2.645616
C: -3.749877 -6.110629 2.696616
C: -3.564877 -4.803129 2.280116
C: -2.328177 -4.391129 1.805016
C: -1.275777 -5.304229 1.753716
C: -1.449177 -6.605529 2.177816
C: -2.006477 -3.014329 1.353316
C: -1.775177 -2.859829 -0.006984
C: -2.109077 -3.920729 -0.911984
C: -1.554277 -3.613429 -2.102584
C: -0.876777 -2.362729 -1.931484
C: -0.020177 -1.910229 -2.918784
C: -0.046477 -2.597929 -4.229784
C: 0.984023 -3.404529 -4.689884
C: 0.930523 -3.946729 -5.961384
C: -0.156077 -3.672729 -6.781684
Cl: -0.205077 -4.310129 -8.385784
C: -1.202877 -2.882929 -6.324684
C: -1.142277 -2.352229 -5.051984
C: 0.722423 -0.734429 -2.871784
N: 0.509323 0.290271 -2.000484
C: 0.995423 1.397971 -2.646984
C: 0.768023 2.742971 -2.337584
C: 1.209823 3.788871 -3.274384
C: 2.345123 4.545171 -3.017584
C: 2.774223 5.484971 -3.935184
C: 2.055123 5.685071 -5.104684
Cl: 2.617823 6.819071 -6.275284
C: 0.898323 4.959871 -5.353284
C: 0.484423 4.010171 -4.440684
C: 0.118723 3.056971 -1.165584
C: 0.021723 4.325771 -0.494784
C: -0.356777 4.087771 0.793416
C: -0.515577 2.667271 0.880116
N: -0.303477 2.083171 -0.321384
C: -0.474777 1.759271 3.118716
C: -0.939577 -0.316729 3.472916
C: -1.257477 -1.397529 4.427816
C: -1.775277 -2.416429 3.740016
C: -1.681477 -2.082529 2.336316
N: -1.181677 -0.851129 2.161016
C: 0.056123 3.094571 3.550116
C: -0.767677 4.055171 4.119116
C: -0.278677 5.324771 4.372816
C: 1.037323 5.634571 4.054916
Cl: 1.620323 7.236271 4.286316
C: 1.880323 4.668171 3.521416
C: 1.383923 3.404671 3.268816
C: 1.670023 1.030171 -3.852984
C: 1.512723 -0.305629 -3.989584
N: -1.073577 -1.869729 -0.656884
H: -4.707477 -6.433429 3.070616
H: -4.388377 -4.108429 2.327516
H: -0.311477 -4.971129 1.399516
H: -0.624277 -7.300129 2.152616
H: -2.655377 -4.800029 -0.639984
H: -1.529077 -4.193429 -3.003784
H: 1.822323 -3.616029 -4.044884
H: 1.731823 -4.576429 -6.314284
H: -2.051677 -2.680129 -6.958684
H: -1.948077 -1.733329 -4.689584
H: 2.907323 4.371671 -2.112184
H: 3.673723 6.048671 -3.754984
H: 0.340223 5.124171 -6.260584
H: -0.405377 3.429271 -4.628684
H: 0.270023 5.260371 -0.960084
H: -0.485677 4.800371 1.582216
H: -1.152077 -1.290629 5.489216
H: -2.172077 -3.338029 4.114016
H: -1.802577 3.825071 4.326916
H: -0.922277 6.082071 4.790116
H: 2.900223 4.912571 3.274116
H: 2.020423 2.659771 2.812116
H: 2.163323 1.719671 -4.508984
H: 1.857223 -0.938229 -4.780584
N: 3.912423 -1.295929 -0.735684
C: 2.789323 -1.246029 -0.011384
S: 1.734023 -2.585029 -0.025684
N: 2.570623 -0.180429 0.727516
N: 1.450623 -0.034329 1.403616
C: 1.511823 0.124471 2.686016
C: 0.407223 0.507971 3.571416
C: 0.757723 0.724671 4.985316
C: -0.244177 1.147971 5.830316
C: -1.510577 1.313071 5.299616
C: -1.650777 1.056571 3.866116
N: -0.690877 1.687371 1.750316
H: 4.149023 -2.145729 -1.219584
H: 4.563923 -0.530629 -0.697984
H: 2.486023 0.007071 3.150316
H: 1.766523 0.563471 5.321316
H: -0.045277 1.331771 6.873616
H: -2.354077 1.614671 5.896116
H: -2.646777 1.205171 3.453716

Atoms 1-3, force components in eV/Å:
1.02 0.62 0.89
-0.06 -0.12 0.04
0.05 0.28 -0.07

Output
LUMO level (alpha / beta)   -5.41 / -5.66 eV
E_HOMO (alpha / beta)   -8.979 / -8.906 eV
2S+1   2
Total charge   +1

***

Record 2
This record from the OMol25 dataset describes a structure of composition C51H33Cl7CoINOPSSb. The level of theory is ωB97M-V with the def2-TZVPD basis set.

Cartesian coordinates (Å):
Co: 0.303028 -0.028180 -0.147282
Cl: -1.710698 -1.885971 1.651060
C: -0.454080 -1.065656 2.525403
C: 0.441626 -0.234843 1.840725
C: 1.474837 0.242692 2.640361
Cl: 2.753133 1.178142 1.908312
C: 1.607852 -0.020413 4.005452
Cl: 2.923211 0.621264 4.918113
C: 0.664539 -0.816271 4.640089
Cl: 0.794575 -1.159039 6.323243
C: -0.372768 -1.354248 3.885761
Cl: -1.531554 -2.374112 4.655049
Cl: -3.436686 5.777891 0.049472
C: -2.935213 4.111295 -0.030913
C: -3.876462 3.126489 -0.151568
C: -3.501221 1.780908 -0.240433
I: -4.943796 0.304961 -0.515006
C: -2.169514 1.373987 -0.198215
O: -1.770760 0.165874 -0.310416
C: -1.191632 2.429394 -0.061419
N: 0.107049 2.023493 -0.085012
C: 1.053077 2.936513 -0.085078
C: 0.781602 4.311635 -0.020165
C: -0.514418 4.739440 0.035526
C: -1.557567 3.791123 -0.002083
H: -4.923656 3.394380 -0.189543
H: 2.071105 2.585368 -0.142321
H: 1.605478 5.011369 -0.013328
H: -0.755273 5.792247 0.087760
Cl: 3.092519 0.344400 -1.219232
C: 2.857440 0.123095 -2.927798
C: 3.993304 0.171379 -3.727277
C: 3.866222 0.080468 -5.100615
C: 2.607207 -0.040025 -5.675755
C: 1.489246 -0.094649 -4.865531
C: 1.589001 -0.039965 -3.471373
P: 0.073832 -0.130806 -2.446172
C: -0.956251 1.133521 -3.269531
C: -2.124743 0.833686 -3.963776
C: -2.887109 1.849405 -4.525526
C: -2.488473 3.171122 -4.407481
C: -1.312256 3.476612 -3.736534
C: -0.552561 2.465007 -3.174067
C: -0.701725 -1.714994 -2.925216
C: -1.963444 -1.998226 -2.392313
C: -2.641175 -3.143427 -2.778699
C: -2.063830 -4.030423 -3.676532
C: -0.785533 -3.790006 -4.155345
C: -0.105984 -2.636680 -3.781473
H: 4.962213 0.294690 -3.263987
H: 4.750266 0.122208 -5.722939
H: 2.498496 -0.087122 -6.750908
H: 0.505581 -0.178110 -5.312776
H: -2.459068 -0.190196 -4.056599
H: -3.800443 1.601360 -5.050413
H: -3.090333 3.961613 -4.836298
H: -0.988969 4.505138 -3.639831
H: 0.366663 2.719626 -2.659759
H: -2.410927 -1.313290 -1.683043
H: -3.623368 -3.344446 -2.368720
H: -2.601767 -4.919227 -3.982991
H: -0.311891 -4.492699 -4.829350
H: 0.890645 -2.467472 -4.164329
S: 1.347619 -2.202329 -0.265525
Sb: 0.466938 -4.229750 0.276960
C: -1.406407 -5.101737 -0.193209
C: -1.462219 -5.948264 -1.294210
C: -2.642519 -6.609240 -1.604500
C: -3.769093 -6.424038 -0.818359
C: -3.713316 -5.583534 0.285357
C: -2.535046 -4.924194 0.603493
C: 0.695664 -4.464943 2.352309
C: 1.659167 -3.677514 2.976630
C: 1.832914 -3.765789 4.349284
C: 1.050841 -4.639528 5.092688
C: 0.099705 -5.430982 4.466719
C: -0.083800 -5.343799 3.094093
C: 1.805588 -5.572960 -0.653452
C: 2.894056 -5.072479 -1.357862
C: 3.802104 -5.947835 -1.938767
C: 3.626483 -7.317666 -1.813197
C: 2.543638 -7.818940 -1.103109
C: 1.634439 -6.948347 -0.521335
H: -0.592743 -6.091314 -1.922501
H: -2.679271 -7.263516 -2.466258
H: -4.690740 -6.936538 -1.062055
H: -4.588318 -5.438499 0.905272
H: -2.506707 -4.278082 1.469628
H: 2.239457 -2.966911 2.397971
H: 2.566852 -3.139482 4.840479
H: 1.176729 -4.694085 6.166052
H: -0.516554 -6.104085 5.048380
H: -0.835262 -5.961141 2.615313
H: 3.022229 -4.001220 -1.457914
H: 4.648690 -5.556351 -2.487688
H: 4.335738 -7.998069 -2.266436
H: 2.406892 -8.887503 -0.999525
H: 0.794653 -7.350134 0.035018

Atoms 1-3, force components in eV/Å:
0.12 -0.09 0.29
-0.06 -0.02 -0.11
0.05 0.08 0.08

Output
Energy above the lowest of the compared OMol25 structures with the same formula, charge and spin   0.000 eV
LUMO level (alpha / beta)   0.06 / 0.05 eV
E_HOMO (alpha / beta)   -6.934 / -6.912 eV
2S+1   2
Total charge   0